A cluster of 2 separate species, C8H8 in total. Source: the OMol25 dataset; level of theory: wB97M-V/def2-TZVPD.

```
16
Properties=species:S:1:pos:R:3
C 2.25 -0.61 0.18
C 1.07 -1.39 0.00
C -0.06 -0.78 -0.40
C -0.28 0.63 -0.52
C 0.79 1.40 -0.13
C 2.08 0.77 0.25
H 3.22 -1.05 0.56
H 0.83 -2.59 0.29
H -1.02 -1.27 -0.32
H -1.19 0.99 -0.80
H 0.84 2.53 -0.42
H 3.04 1.43 0.62
C -2.63 -0.31 -0.33
C -3.10 0.20 0.71
H -2.30 -0.35 -1.39
H -3.53 0.39 1.69
```

Output
- Charge: 0
- Spin multiplicity: 1
- DFT total energy: -8420.4212 eV
- Structure (SMILES): c1ccccc1.C#C
- E_LUMO: 0.95 eV
- Orbital gap: 10.10 eV
- M: 104.15 g mol⁻¹